Version P
Molecular formula: C3H6O3
Method: DFT, ωB97M-V with the def2-TZVPD basis set

Values from the calculation:
Molecular weight (g/mol): 90.1

Cartesian coordinates (Å):
1 H 2.5312 -0.6841 -1.1669
2 O -2.2651 0.7095 0.4877
3 C -1.2437 -0.1684 0.0714
4 C 0.0346 0.6461 -0.0295
5 O 1.1182 -0.2145 -0.3675
6 H -3.0860 0.2214 0.5867
7 H -1.4725 -0.6110 -0.9133
8 H -1.0978 -0.9914 0.7916
9 H 0.2576 1.1437 0.9232
10 H -0.0539 1.4032 -0.8200
11 C 2.1848 -0.5607 0.6388
12 O 3.0925 -0.8938 -0.2022


Version Q
Molecular formula: C3H6O3
Method: DFT, ωB97M-V with the def2-TZVPD basis set

Values from the calculation:
Molecular weight (g/mol): 90.1
SMILES: CCC(=O)OO

Cartesian coordinates (Å):
1 C 0.4316 1.3404 0.1773
2 C -0.2595 0.0423 -0.2323
3 C 0.0773 -1.0080 0.7959
4 O 0.2071 -0.7373 1.9626
5 O 0.6811 -2.0925 0.1341
6 O 1.2347 -3.2485 0.8410
7 H 1.5205 1.0490 0.4302
8 H -0.2280 1.6215 1.0165
9 H 0.4290 2.2270 -0.4978
10 H 0.0424 -0.4224 -1.1642
11 H -1.3319 0.1930 -0.2505
12 H 1.5221 -3.8077 0.1034


Winner for stability: version P


Version P
Molecular formula: C3H6O3
Method: DFT, ωB97M-V with the def2-TZVPD basis set

Values from the calculation:
Molecular weight (g/mol): 90.1
SMILES: O=C(O)O.C=C

Cartesian coordinates (Å):
1 O -1.0609 0.7655 2.0992
2 C -1.0822 0.6215 0.9183
3 O -1.5815 -0.5080 0.2878
4 O -0.9699 1.6234 0.0148
5 H -1.7776 -0.3257 -0.6445
6 H -0.6674 2.4309 0.4530
7 C 0.9688 -1.0640 0.0236
8 C 1.4044 -0.4811 -1.0817
9 H 0.5888 -2.0738 0.0454
10 H 0.9884 -0.5391 1.0153
11 H 1.3658 -0.9632 -2.0470
12 H 1.8234 0.5138 -1.0842


Version Q
Molecular formula: C3H6O3
Method: DFT, ωB97M-V with the def2-TZVPD basis set

Values from the calculation:
Molecular weight (g/mol): 90.1
SMILES: C=CO.O=CO

Cartesian coordinates (Å):
1 C -0.5120 -1.0345 -2.5776
2 C -1.5920 -1.0055 -1.7849
3 O -1.7299 0.1270 -1.0529
4 H -0.1871 -2.0315 -3.0777
5 H 0.2137 -0.2893 -2.7622
6 H -2.3613 -1.7473 -1.6447
7 H -1.0688 0.7056 -0.8165
8 O 1.0143 1.7164 1.5604
9 C 1.3502 1.4508 2.6969
10 O 1.4158 0.2087 3.1276
11 H 1.2293 2.1252 3.5480
12 H 2.2277 -0.2256 2.7836


Version R
Molecular formula: C3H6O3
Method: DFT, ωB97M-V with the def2-TZVPD basis set

Values from the calculation:
Molecular weight (g/mol): 90.1
SMILES: C=CO.O=CO

Cartesian coordinates (Å):
1 C -0.0784 -0.3480 -2.4926
2 C -0.7954 0.1562 -1.5030
3 O -0.3566 0.4134 -0.2245
4 H -0.4340 -0.1414 -3.4902
5 H 0.7847 -0.9793 -2.3297
6 H -1.7290 0.6821 -1.6402
7 H 0.5991 0.2320 -0.2254
8 O 1.3995 -0.7554 1.8580
9 C 0.7558 -0.0548 2.5904
10 O -0.5491 0.1813 2.4889
11 H 1.2223 0.4905 3.4214
12 H -0.8188 0.1235 1.5468


Version S
Molecular formula: C3H6O3
Method: DFT, ωB97M-V with the def2-TZVPD basis set

Values from the calculation:
Molecular weight (g/mol): 90.1
SMILES: O=COCCO

Cartesian coordinates (Å):
1 O 2.0616 -0.6497 -0.3888
2 C 1.3865 -0.1788 -1.2644
3 O 0.0230 -0.1810 -1.3102
4 C -0.6337 -0.6809 -0.0955
5 C -0.4516 0.2613 1.1040
6 O -1.0504 1.5383 0.9269
7 H 1.7785 0.2980 -2.1868
8 H -0.1996 -1.6665 0.1685
9 H -1.6684 -0.7225 -0.4778
10 H 0.5928 0.2871 1.5300
11 H -1.0393 -0.2012 1.9352
12 H -0.7993 1.8958 0.0591


Winner for stability: version S


Version P
Molecular formula: C4H4N2
Method: DFT, ωB97M-V with the def2-TZVPD basis set

Values from the calculation:
Molecular weight (g/mol): 80.1
SMILES: C#C[C@H](N)C#N

Cartesian coordinates (Å):
1 C -2.2952 -0.0017 0.3640
2 C -1.1063 -0.1231 0.2600
3 C 0.3240 -0.2690 0.0757
4 N 1.1144 0.6752 0.7611
5 C 0.5220 -0.1298 -1.5655
6 N 1.1295 -1.0794 -1.8727
7 H -3.3456 0.1219 0.4841
8 H 0.6375 -1.2788 0.3842
9 H 0.9150 1.6115 0.4318
10 H 2.1048 0.4732 0.6774


Version Q
Molecular formula: C4H4N2
Method: DFT, ωB97M-V with the def2-TZVPD basis set

Values from the calculation:
Molecular weight (g/mol): 80.1
SMILES: c1cnccn1

Cartesian coordinates (Å):
1 C 1.1209 -0.8031 -0.0608
2 C 1.1553 0.5888 0.0678
3 N 0.1396 1.3536 -0.3070
4 C -1.0467 0.7687 -0.3076
5 C -1.1405 -0.5916 -0.0268
6 N -0.0714 -1.3909 -0.0813
7 H 2.0227 -1.4217 -0.0457
8 H 1.7082 1.0789 0.8491
9 H -1.8832 1.4613 -0.3031
10 H -2.0692 -1.0342 0.3074


Version R
Molecular formula: C4H4N2
Method: DFT, ωB97M-V with the def2-TZVPD basis set

Values from the calculation:
Molecular weight (g/mol): 80.1

Cartesian coordinates (Å):
1 N -1.1793 -0.7593 0.3245
2 C -0.1874 0.4536 0.1109
3 C 1.1742 0.0617 0.1842
4 C 2.3171 -0.3140 0.3024
5 C -0.6663 1.3651 -0.8654
6 N -1.1157 2.1180 -1.6293
7 H -1.9721 -0.7449 -0.3098
8 H -0.6843 -1.6446 0.3748
9 H -1.0206 0.0899 1.1152
10 H 3.3343 -0.6256 0.3925


Winner for stability: version Q


Version P
Molecular formula: C4H4N2
Method: DFT, ωB97M-V with the def2-TZVPD basis set

Values from the calculation:
Molecular weight (g/mol): 80.1

Cartesian coordinates (Å):
1 N 1.1300 1.1445 -0.0368
2 C 0.1205 0.1606 -0.2586
3 C -0.9826 -0.0440 0.6091
4 C -1.8981 -0.1987 1.3790
5 C 0.3588 -0.7468 -1.1995
6 N 0.6860 -1.6520 -1.9582
7 H 1.0078 1.9504 -0.6353
8 H 1.1333 1.4366 0.9331
9 H 1.1725 -1.7335 -0.8691
10 H -2.7280 -0.3171 2.0362


Version Q
Molecular formula: C4H4N2
Method: DFT, ωB97M-V with the def2-TZVPD basis set

Values from the calculation:
Molecular weight (g/mol): 80.1
SMILES: C#C[C@H](N)C#N

Cartesian coordinates (Å):
1 C -1.2342 1.9176 0.4613
2 C -0.7063 0.8557 0.2791
3 C -0.0715 -0.4161 -0.0097
4 N 0.9678 -0.7899 0.8675
5 C 0.4892 -0.2273 -1.5526
6 N 0.0439 -1.1228 -2.1559
7 H -1.6888 2.8653 0.6305
8 H -0.8297 -1.2149 -0.0087
9 H 1.7365 -0.1345 0.8062
10 H 1.2931 -1.7330 0.6823


Winner for stability: version Q


Version P
Molecular formula: C4H4N2
Method: DFT, ωB97M-V with the def2-TZVPD basis set

Values from the calculation:
Molecular weight (g/mol): 80.1
SMILES: C=C1C=NN=C1

Cartesian coordinates (Å):
1 C 1.4267 0.5750 0.6504
2 C 0.3013 0.1173 0.0745
3 C -0.8256 0.7773 -0.7386
4 N -1.7543 0.0235 -1.1971
5 N -1.4683 -1.2849 -0.5891
6 C -0.3015 -1.1815 0.0595
7 H 1.7560 1.5853 0.3369
8 H 2.0124 -0.2908 1.3289
9 H -0.9337 1.8710 -0.6592
10 H -0.2130 -2.1920 0.7338


Version Q
Molecular formula: C4H4N2
Method: DFT, ωB97M-V with the def2-TZVPD basis set

Values from the calculation:
Molecular weight (g/mol): 80.1
SMILES: N#CCCC#N

Cartesian coordinates (Å):
1 N 2.5332 2.1998 -0.1868
2 C 1.7629 1.1575 -0.0498
3 C 0.4605 0.0853 0.3100
4 C -0.5477 -0.4253 -0.7243
5 C -1.4867 -1.0980 0.2978
6 N -2.1808 -1.5264 1.1315
7 H 0.9269 -0.6972 0.6903
8 H -0.1437 0.8733 1.0034
9 H -1.0621 0.5215 -0.9441
10 H -0.2624 -1.0905 -1.5279


Version R
Molecular formula: C4H4N2
Method: DFT, ωB97M-V with the def2-TZVPD basis set

Values from the calculation:
Molecular weight (g/mol): 80.1
SMILES: C#C[C@H](N)C#N

Cartesian coordinates (Å):
1 C 2.1887 -0.3928 0.0236
2 C 1.0296 -0.0930 0.1559
3 C -0.4247 0.1392 0.3062
4 N -1.2687 -0.7868 -0.4424
5 C -0.8116 1.5512 0.1007
6 N -1.1573 2.6511 0.1800
7 H 3.2245 -0.6345 -0.0945
8 H -0.6953 0.0589 1.3661
9 H -1.0919 -0.7162 -1.4410
10 H -1.0163 -1.7349 -0.1734


Winner for stability: version R


Version P
Molecular formula: C3H5ClOS
Method: DFT, ωB97M-V with the def2-TZVPD basis set

Values from the calculation:
Molecular weight (g/mol): 124.6
SMILES: CSC(=O)CCl

Cartesian coordinates (Å):
1 C 0.2299 -1.8088 -1.0755
2 S 0.4034 -0.0226 -1.1421
3 C -0.3297 0.3130 0.4961
4 O -0.9737 -0.3913 1.1635
5 C -0.1510 1.8735 0.7513
6 Cl 0.9327 2.0670 2.1483
7 H 1.0472 -2.3786 -1.4456
8 H 0.1994 -2.0813 -0.0633
9 H -0.6100 -2.2038 -1.6240
10 H -1.1032 2.3864 1.0071
11 H 0.3550 2.2465 -0.2157


Version Q
Molecular formula: C3H5ClOS
Method: DFT, ωB97M-V with the def2-TZVPD basis set

Values from the calculation:
Molecular weight (g/mol): 124.6
SMILES: OCC(=S)CCl

Cartesian coordinates (Å):
1 O -0.5546 1.8302 0.1618
2 C 0.5834 1.1681 -0.3189
3 C 0.6590 -0.2923 0.1434
4 S 1.9683 -1.1417 -0.2561
5 C -0.5285 -1.1848 0.4986
6 Cl -2.0905 -0.9983 -0.3909
7 H -1.3433 1.2849 -0.3658
8 H 1.5544 1.4540 -0.0788
9 H 0.9647 1.1631 -1.4569
10 H -0.8464 -1.0282 1.4581
11 H -0.3667 -2.2549 0.6056


Winner for stability: version P


Version P
Molecular formula: C5H8S
Method: DFT, ωB97M-V with the def2-TZVPD basis set

Values from the calculation:
2S+1: 3
Molecular weight (g/mol): 100.2

Cartesian coordinates (Å):
1 C -0.2264 -0.5572 0.3412
2 C 0.1707 -1.4034 -0.5515
3 C 0.4617 1.8981 -0.0822
4 C -0.2042 -2.8657 -0.5657
5 C -0.0489 2.8856 0.8539
6 S 1.3690 1.9436 -1.3722
7 H -0.8382 -0.5627 1.2135
8 H 0.8141 -1.0773 -1.3629
9 H -0.7516 -3.0933 -1.4782
10 H 0.6901 -3.4847 -0.5344
11 H -0.8348 -3.1058 0.2867
12 H 0.5625 3.7916 0.8475
13 H -1.0618 3.1499 0.5414
14 H -0.1023 2.4813 1.8630


Version Q
Molecular formula: C5H8S
Method: DFT, ωB97M-V with the def2-TZVPD basis set

Values from the calculation:
2S+1: 3
Molecular weight (g/mol): 100.2

Cartesian coordinates (Å):
1 C -2.1113 -0.6405 -0.5867
2 C 0.9838 0.9967 1.6475
3 C -2.0446 -0.1984 0.6526
4 C 1.6362 0.4703 0.6722
5 C 2.3630 -0.1974 -1.8671
6 S 1.7806 -0.7815 -0.3331
7 H -1.7300 -1.6499 -0.7646
8 H -2.6735 -0.1018 -1.4436
9 H -0.0450 0.7776 1.8120
10 H 1.4661 1.6314 2.4302
11 H -1.5530 -0.6798 1.5014
12 H -2.5299 0.7455 0.8634
13 H 1.9105 0.6668 -2.1133
14 H 2.5470 -1.0390 -2.4709


Winner for stability: version P


Version P
Molecular formula: C5H15N2
Method: DFT, ωB97M-V with the def2-TZVPD basis set

Values from the calculation:
Net charge: +1
Molecular weight (g/mol): 103.2
SMILES: CCN(C)CC[NH3+]

Cartesian coordinates (Å):
1 C 1.8749 1.3630 1.0965
2 C 1.1848 -0.0370 1.1157
3 N -0.1541 -0.1189 0.5333
4 C -1.1839 0.2354 1.5060
5 C -0.4028 -1.2834 -0.2994
6 C -0.4540 -0.9343 -1.7891
7 N -0.7876 0.5362 -1.9900
8 H 1.3279 2.2264 0.7186
9 H 2.2314 1.5440 2.1071
10 H 2.7567 1.3081 0.4511
11 H 1.9115 -0.7194 0.6706
12 H 1.2133 -0.3804 2.1607
13 H -2.1557 0.2870 1.0134
14 H -0.9464 1.2658 1.7961
15 H -1.2721 -0.3650 2.4021
16 H 0.3627 -2.0744 -0.2533
17 H -1.2674 -1.8696 0.0456
18 H -1.1227 -1.5620 -2.3726
19 H 0.5242 -0.9497 -2.2658
20 H -0.2575 1.0638 -1.2814
21 H -0.4238 0.8463 -2.8856
22 H -1.7865 0.7274 -1.8882


Version Q
Molecular formula: C5H15N2
Method: DFT, ωB97M-V with the def2-TZVPD basis set

Values from the calculation:
Net charge: +1
Molecular weight (g/mol): 103.2

Cartesian coordinates (Å):
1 C -0.8203 1.4060 1.6791
2 N 0.2902 1.1814 0.7069
3 C 0.6214 2.3457 -0.1370
4 H -1.1255 0.4494 2.0615
5 H -0.4850 2.0923 2.4465
6 H -1.6350 1.8977 1.1440
7 H 0.0335 0.3674 0.1208
8 H 1.1097 0.8540 1.2107
9 H -0.2833 2.6726 -0.6414
10 H 1.3867 2.0614 -0.8584
11 H 1.0083 3.1445 0.4837
12 C -1.0490 -0.8160 -1.8145
13 C -0.5025 -1.5293 -0.6114
14 C 0.7546 -1.9689 -0.4994
15 N 1.3263 -2.5642 0.6150
16 H -0.3216 -0.7488 -2.6142
17 H -1.9671 -1.2835 -2.1680
18 H -1.3627 0.2170 -1.6003
19 H -1.2027 -1.7726 0.1757
20 H 1.4631 -1.7699 -1.2969
21 H 2.0910 -3.1851 0.3836
22 H 0.6699 -3.0512 1.2141


Version R
Molecular formula: C5H15N2
Method: DFT, ωB97M-V with the def2-TZVPD basis set

Values from the calculation:
Net charge: +1
Molecular weight (g/mol): 103.2

Cartesian coordinates (Å):
1 C 1.0229 1.6568 1.7522
2 N -0.3882 2.1021 1.8146
3 C -1.9260 -0.7650 -1.9382
4 C -0.6587 -1.2760 -2.6123
5 C 1.2035 0.9617 0.3935
6 N 0.4433 -0.2160 0.3459
7 C 0.9558 -1.3015 1.1424
8 H 1.6486 2.5161 1.9738
9 H 1.1177 0.8714 2.5097
10 H -2.2138 -1.1817 -0.9825
11 H -2.8059 -0.8243 -2.5854
12 H -1.8868 0.3117 -1.7250
13 H -0.7628 -2.3011 -2.9670
14 H 0.0264 -1.2505 -1.7620
15 H -0.3679 -0.6579 -3.4574
16 H 2.2779 0.7932 0.2045
17 H 0.6871 1.6375 -0.3043
18 H -0.7306 2.1951 2.7651
19 H -0.9995 1.4490 1.3195
20 H 0.0865 -1.8242 1.5408
21 H 1.6093 -0.9406 1.9690
22 H 1.6610 -1.9559 0.6032


Winner for stability: version Q